*1*
Density functional theory data (ωB97M-V with the def2-TZVPD basis set) for a structure of composition C5H9N3.

Positions of all 17 atoms, in Å:
N: -0.99616 0.50532 -0.74274
N: -3.67031 0.20596 0.22798
N: -0.52501 -1.55819 0.48565
C: 1.61114 1.60604 0.44424
C: -2.81655 -0.18356 -0.59121
C: 2.26419 -0.52720 -0.72861
C: 1.37835 0.27996 -0.17835
C: -0.48454 -0.34884 -0.06586
H: 3.32437 -0.27577 -0.74549
H: 2.01378 -1.48711 -1.16252
H: -3.12696 -0.68470 -1.51384
H: 2.67090 1.88350 0.40560
H: 1.02493 2.36580 -0.07470
H: 0.11396 -2.30849 0.24977
H: 1.31549 1.61036 1.49569
H: -3.30802 0.68090 1.05701
H: -0.78957 -1.76400 1.43739

Summary:
Highest occupied orbital energy in eV: -7.701
Total charge: 0
Kohn-Sham gap in Eh: 0.3098
Multiplicity: 1


*2*
Density functional theory data (ωB97M-V with the def2-TZVPD basis set) for the molecule C5H9N3.

Positions of all 17 atoms, in Å:
N: -0.62177 0.97744 0.55656
N: -1.58670 1.72494 1.24453
N: -2.32803 -0.51131 -0.12284
C: 1.00428 -0.16466 -1.69259
C: 1.51889 -0.39663 -0.52862
C: -1.00617 -0.07364 -0.06681
C: -0.00621 -0.84255 -0.81565
C: 2.57106 -0.42528 0.47906
H: -1.15547 2.60542 1.50085
H: -2.42455 1.90055 0.69109
H: 1.13110 0.16359 -2.70037
H: -2.86875 -0.32372 0.70984
H: 3.53187 -0.12965 0.05570
H: 2.30969 0.24929 1.29478
H: -2.45935 -1.44150 -0.48765
H: -0.26846 -1.88148 -1.01209
H: 2.65856 -1.43081 0.89424

Summary:
Structure (SMILES): CC1=C[C@@H]1/C(N)=N/N
Highest occupied orbital energy in eV: -7.675
Total charge: 0
Kohn-Sham gap in Eh: 0.3232
Multiplicity: 1


*3*
Density functional theory data (ωB97M-V with the def2-TZVPD basis set) for the molecule C5H9N3.

Positions of all 17 atoms, in Å:
N: 2.12104 -1.35077 -0.71377
N: -1.82673 0.48154 -0.72314
N: -0.95254 0.64056 0.36326
C: 0.13182 -0.20695 0.53194
C: -0.49224 -1.22561 -0.42942
C: -1.62545 -0.81062 -1.10550
C: 0.76964 -0.65589 -0.74437
C: -0.63383 1.92033 1.33032
H: 2.69909 -0.54725 -0.15603
H: -1.27929 2.79509 1.47688
H: -0.23371 -2.36949 -0.32425
H: 0.31818 2.80533 1.10568
H: 0.41574 -0.52808 1.60359
H: -0.64975 1.35885 2.48259
H: 2.53457 -1.40603 -1.61692
H: -2.29963 -1.32902 -1.88615
H: 1.00308 0.42802 -1.19471

Summary:
Structure (SMILES): CN1N=C[C@H]2[C@H](N)[C@H]21
Highest occupied orbital energy in eV: -7.821
Total charge: 0
Kohn-Sham gap in Eh: 0.3182
Multiplicity: 1


Name the least stable of them. *3*.